93
Properties=species:S:1:pos:R:3:forces:R:3:mulliken_charge:R:1 method="wB97M-V/def2-TZVPD" lumo_ev="1.744 / 1.691" orbital_gap_ha="0.2070 / 0.2043" homo_energy_ev="-3.9 / -3.9" e_tot_ha=-4084.597627 max_force_ev_per_a=1.05 spin_multiplicity=2 total_charge=-1 s_squared=0.765
Pb -0.14931 -0.02636 -0.29783 0.0 0.1 -0.3 1.14
C 1.03806 4.96762 1.23464 0.0 0.0 0.0 -0.81
C 0.38589 5.21949 2.42826 0.0 0.0 0.0 -0.42
C -0.15069 4.16144 3.14270 -0.1 0.1 0.0 -0.82
C -0.01463 2.86901 2.64484 0.1 0.0 -0.2 0.63
N 0.61857 2.63792 1.49940 0.0 -0.4 -0.2 0.00
C 1.12169 3.65156 0.80733 -0.1 -0.1 0.0 -0.26
C -0.56048 1.68125 3.37624 -0.1 -0.3 0.0 0.61
C -0.96124 1.80530 4.70201 0.1 0.1 0.0 -0.92
C -1.44770 0.69463 5.35667 0.0 -0.1 0.1 -0.69
C -1.50156 -0.51170 4.69151 -0.1 0.0 0.1 -0.94
C -1.06218 -0.58247 3.37022 0.0 0.2 -0.1 0.86
N -0.62315 0.50617 2.73568 0.1 -0.1 -0.2 0.30
C -1.04320 -1.92099 2.67756 0.0 -0.2 -0.2 0.50
C -1.25368 -3.07123 3.43702 0.0 0.0 0.0 -0.81
C -1.15616 -4.31453 2.84029 0.0 -0.1 0.0 -0.49
C -0.86290 -4.39364 1.49503 0.0 -0.1 0.0 -1.15
C -0.71145 -3.21043 0.79539 0.0 0.2 -0.1 0.18
N -0.80344 -2.01367 1.35999 -0.1 0.3 0.9 0.40
H 1.45450 5.76722 0.63811 0.0 0.0 0.0 0.39
H 0.28640 6.23158 2.79896 0.0 0.0 0.0 0.41
H -0.68670 4.35465 4.05974 0.0 0.0 0.0 0.24
H 1.60338 3.39114 -0.13081 0.0 0.0 0.0 0.63
H -0.88335 2.74457 5.22681 0.0 0.0 0.0 0.24
H -1.76800 0.76171 6.38846 0.0 0.0 0.0 0.42
H -1.88863 -1.38447 5.19372 0.0 0.1 0.0 0.26
H -1.47368 -3.01080 4.49218 0.1 -0.1 -0.1 0.19
H -1.30660 -5.21123 3.42780 0.0 0.0 0.0 0.41
H -0.74920 -5.34426 0.99367 0.0 0.0 0.0 0.42
H -0.51361 -3.21459 -0.26898 0.0 0.0 0.0 0.26
O -6.34104 1.07805 -3.97944 0.0 0.0 0.0 -0.67
C -5.29233 0.90313 -3.40235 0.0 0.0 0.0 0.63
S -4.51122 -0.66445 -3.21703 -0.2 0.1 0.5 -0.20
C -3.09912 -0.13198 -2.30472 -0.1 0.2 0.1 -0.43
C -3.03008 1.18658 -2.03191 0.0 -0.1 0.0 0.55
S -1.79948 2.02444 -1.12189 0.0 0.0 0.3 -0.58
S -4.34583 2.18541 -2.65028 0.1 0.0 0.0 -0.21
S -1.98313 -1.38827 -1.85148 0.2 0.1 0.5 -0.53
C 4.15375 3.84152 -8.76485 0.0 0.0 0.1 -1.58
C 3.82554 3.05995 -7.51879 0.0 0.0 0.0 0.77
C 3.47027 1.72229 -7.57290 0.0 0.0 0.0 -1.05
C 3.13041 1.00596 -6.42509 0.0 -0.2 0.0 1.35
C 2.78954 -0.45558 -6.56657 0.0 0.1 0.0 -1.25
C 3.11909 1.64061 -5.18101 0.1 0.1 0.3 -0.53
Te 2.54086 0.62941 -3.22292 0.2 0.6 -0.9 0.47
N 2.11288 -0.73616 -1.56601 -0.1 -0.3 0.4 -0.32
C 2.62287 -1.74743 -0.90077 -0.1 -0.1 -0.1 0.20
O 2.07166 -2.21765 0.12832 -0.2 0.0 0.0 -0.74
C 3.87664 -2.46023 -1.37832 0.0 0.0 0.1 0.41
C 4.94332 -1.83047 -2.00686 0.0 0.0 0.0 0.03
C 6.07197 -2.55149 -2.37600 0.0 0.0 0.0 -0.82
C 6.14102 -3.91497 -2.13229 0.0 0.0 0.0 -0.37
C 5.07853 -4.55277 -1.50388 0.0 0.0 0.0 -0.55
C 3.96237 -3.82609 -1.11948 0.0 0.0 0.0 -0.55
C 0.72199 -0.00507 -4.12430 -0.1 -0.1 0.2 0.36
C -0.24862 0.94645 -4.46111 0.0 0.1 0.0 0.89
C -0.11099 2.42994 -4.23434 0.0 0.0 -0.1 -1.05
C -1.45111 0.51571 -5.01945 0.0 -0.1 -0.1 -0.35
C -1.71785 -0.82057 -5.25149 0.0 0.0 -0.1 0.58
C -3.02382 -1.27073 -5.84936 0.2 0.0 -0.3 -2.03
C -0.74158 -1.74538 -4.90990 0.1 0.0 -0.1 -0.81
C 0.46819 -1.36931 -4.34318 0.1 -0.1 -0.1 1.40
C 1.42667 -2.47104 -3.97879 -0.1 0.0 0.0 -1.91
C 3.52987 2.98463 -5.10916 0.0 0.0 0.0 1.31
C 3.61652 3.74218 -3.80093 0.0 0.0 -0.1 -1.59
C 3.86679 3.67143 -6.27248 0.0 0.0 0.0 -1.04
H 4.26258 3.18507 -9.62828 0.0 0.0 0.0 0.34
H 5.08000 4.40582 -8.64118 0.0 0.0 0.0 0.36
H 3.36268 4.56105 -8.98950 0.0 0.0 0.0 0.30
H 3.45595 1.21481 -8.53342 0.0 0.0 0.0 0.28
H 3.13430 -0.84244 -7.52653 0.0 0.0 0.0 0.43
H 1.71124 -0.61584 -6.50089 0.1 0.0 0.0 0.16
H 3.25617 -1.03807 -5.77015 0.0 0.0 0.0 0.10
H 4.89786 -0.76882 -2.20672 0.0 0.0 0.0 0.39
H 6.90049 -2.04424 -2.85529 0.0 0.0 0.0 0.40
H 7.01942 -4.47761 -2.42461 0.0 0.0 0.0 0.37
H 5.12459 -5.61713 -1.30676 0.0 0.0 0.0 0.38
H 3.13729 -4.29922 -0.60386 0.0 0.0 0.0 0.43
H 0.90473 2.71660 -3.98698 0.1 0.1 0.0 -0.44
H -0.76097 2.73523 -3.40978 0.1 0.0 -0.1 0.25
H -0.40792 2.97909 -5.12954 0.0 0.0 0.0 0.41
H -2.20642 1.25881 -5.25699 0.0 0.0 0.0 0.28
H -3.76023 -0.46771 -5.83519 0.1 -0.1 -0.1 0.34
H -3.43177 -2.11165 -5.28688 0.0 0.0 -0.1 0.40
H -2.88731 -1.59288 -6.88477 0.1 0.0 0.0 0.46
H -0.93498 -2.80168 -5.07102 0.0 0.0 0.0 0.32
H 1.29374 -3.32316 -4.64700 0.0 0.0 0.0 0.60
H 1.23524 -2.80497 -2.95620 0.0 0.0 0.0 0.09
H 2.46705 -2.15089 -4.02008 0.0 0.0 0.0 0.16
H 4.15711 3.17716 -3.04177 0.0 0.0 0.0 0.20
H 2.62337 3.96081 -3.40126 0.0 0.0 0.0 0.27
H 4.13153 4.69215 -3.95235 0.0 0.0 0.0 0.44
H 4.17151 4.71280 -6.20585 0.0 0.0 0.0 0.31

=====

100
Properties=species:S:1:pos:R:3:forces:R:3:mulliken_charge:R:1 method="wB97M-V/def2-TZVPD" lumo_ev=2.249 orbital_gap_ha=0.2578 homo_energy_ev=-4.8 e_tot_ha=-3315.729366 max_force_ev_per_a=7.41 total_charge=-1
O 1.65834 -5.04536 0.20315 -3.2 2.5 0.0 -0.65
C 0.64384 -4.30218 0.12928 1.9 -1.4 -0.8 -0.10
C 0.71817 -2.74242 0.41251 -0.5 -0.6 1.7 -0.39
C 0.57871 -1.72707 -0.79833 0.7 -0.2 -0.3 0.94
C 0.08196 -2.28579 -2.22285 -1.0 1.8 -7.1 0.09
O -0.55998 -3.34668 -2.48213 1.5 1.3 2.8 -0.73
O 0.31966 -1.42599 -3.30646 -0.3 -2.8 5.5 -0.69
N 1.95361 -1.19197 -1.10597 -0.1 -0.1 0.8 1.37
C 2.43204 -0.16049 -0.18754 -0.6 1.6 1.4 -0.59
C 3.95590 0.28258 -0.23124 0.7 0.5 0.3 -0.47
C 4.15534 1.89912 -0.20990 0.4 -1.6 0.9 -0.36
F 3.37834 2.57438 -1.21128 1.2 -0.9 1.4 -0.22
C 2.90567 -2.23965 -1.48081 1.0 -0.9 -3.4 -0.74
C 3.39164 -2.00203 -3.12044 0.0 3.8 -0.2 0.10
C 3.40008 -0.40273 -3.60485 1.7 -4.5 0.7 -0.09
O 4.70720 -1.27162 -3.31969 -3.6 0.0 0.0 -0.55
C -0.50590 -0.62310 -0.39378 0.5 2.0 0.1 -0.30
F -0.31546 -0.05622 0.92926 0.0 -1.2 -2.6 -0.40
F -0.47244 0.51829 -1.28072 -0.1 -2.4 2.1 0.04
C -2.04111 -1.10271 -0.39197 -1.8 -0.4 1.8 0.68
F -2.68239 -0.57848 0.80156 1.3 -1.0 -2.5 -0.34
F -2.25850 -2.49524 -0.29014 0.9 3.0 -0.5 -0.24
C -2.95888 -0.51067 -1.57467 -2.2 -0.3 -0.9 0.39
F -4.21155 -1.22230 -1.47897 2.8 1.6 -0.3 -0.26
F -2.50086 -0.72228 -2.87061 -1.1 1.1 3.5 -0.16
F -3.31584 0.85211 -1.30279 1.3 -3.3 -1.1 -0.26
H -0.36416 -4.77090 -0.19251 1.4 1.0 0.5 0.25
H -0.09246 -2.52535 1.21054 1.2 -0.4 -1.4 0.46
H 1.71419 -2.56108 0.97514 -1.5 -0.3 -1.1 0.15
H 1.81680 0.80640 -0.37056 0.9 -1.6 0.2 -0.09
H 2.18683 -0.43890 0.91584 0.5 0.4 -1.5 0.14
H 4.59943 -0.13623 -1.07163 -1.2 0.4 0.8 0.46
H 4.44780 -0.07604 0.75337 -0.6 0.6 -1.7 0.27
H 5.29238 2.05538 -0.35810 -2.0 0.2 -0.3 0.16
H 3.89580 2.23938 0.85839 0.0 0.0 -2.2 0.19
H 2.49729 -3.29979 -1.58453 0.0 1.6 0.7 0.22
H 3.86298 -2.32579 -0.87267 -1.3 0.4 -0.6 0.40
H 3.04202 -2.82120 -3.92529 1.1 2.0 1.9 0.36
H 3.32141 -0.23457 -4.72938 -0.1 0.0 1.9 0.35
H 3.20711 0.40725 -2.83368 0.3 -1.2 -1.3 -0.23
F 2.37017 3.63560 -4.19466 0.2 0.0 -0.1 -0.32
C 1.04039 3.71894 -4.02987 -0.9 0.0 0.2 0.22
C 0.35758 2.65945 -3.45257 0.2 -0.1 0.1 -0.29
C -1.01948 2.74904 -3.27785 0.0 0.3 -0.2 -0.25
C -1.69987 3.89234 -3.69215 0.0 0.0 0.0 -0.62
C -1.00452 4.94803 -4.27517 0.0 -0.3 0.1 -0.37
C 0.37449 4.86396 -4.44027 0.1 0.1 -0.1 -0.54
H 0.90192 1.77360 -3.14365 -0.1 0.0 0.0 0.42
H -1.56184 1.92981 -2.82078 0.1 0.1 -0.1 0.47
H -2.77533 3.95895 -3.55914 0.1 0.0 0.0 0.41
H -1.53632 5.83622 -4.60108 0.1 -0.1 0.0 0.37
H 0.93354 5.67972 -4.88423 0.0 -0.1 0.0 0.43
F -10.97974 0.97520 -0.53230 -0.2 0.1 0.0 -0.32
C -9.79795 0.35293 -0.68380 0.8 -0.4 -0.1 0.24
C -9.38102 -0.55862 0.27347 -0.1 0.0 0.1 -0.28
C -8.15986 -1.20650 0.11395 0.0 0.2 -0.3 -0.53
C -7.36524 -0.92721 -0.99540 0.1 -0.1 0.0 -0.35
C -7.79202 -0.00623 -1.94761 -0.1 -0.1 0.3 -0.47
C -9.01793 0.63385 -1.79448 -0.1 0.1 -0.1 -0.30
H -10.00910 -0.75696 1.13433 0.0 0.0 -0.1 0.39
H -7.82730 -1.92741 0.85314 0.0 0.1 -0.1 0.36
H -6.41197 -1.42912 -1.11667 -0.2 0.1 0.0 0.49
H -7.16994 0.21315 -2.80890 -0.1 0.0 0.1 0.39
H -9.36996 1.34723 -2.53055 0.0 0.0 0.1 0.40
F 2.11242 3.97628 1.32175 0.1 0.0 0.1 -0.30
C 0.90568 4.51898 1.10072 -0.7 0.3 -0.2 0.40
C -0.18819 4.06169 1.81872 0.1 -0.1 0.1 -0.36
C -1.43862 4.62755 1.59241 0.2 0.2 -0.2 -0.44
C -1.58248 5.63663 0.64300 0.0 0.0 0.0 -0.55
C -0.47746 6.08418 -0.07563 0.0 -0.2 0.2 -0.38
C 0.77508 5.52645 0.15805 0.2 0.1 -0.1 -0.38
H -0.05828 3.26970 2.54714 0.0 0.0 -0.1 0.41
H -2.30012 4.28241 2.15406 0.1 0.0 -0.1 0.37
H -2.55947 6.07443 0.46373 0.1 -0.1 0.0 0.37
H -0.59188 6.86711 -0.81790 0.0 -0.1 0.1 0.39
H 1.64779 5.86823 -0.38599 0.0 -0.1 0.0 0.42
F -0.85658 -4.23014 2.22822 -0.2 -0.1 0.3 -0.01
C -1.29336 -5.31745 2.88280 -0.3 -0.7 0.4 0.36
C -1.93052 -6.32605 2.17725 0.0 0.0 -0.2 -0.24
C -2.37863 -7.45512 2.85478 0.1 0.2 0.3 -0.52
C -2.19395 -7.55764 4.23171 0.0 0.0 0.0 -0.50
C -1.55705 -6.53596 4.93036 -0.1 -0.1 -0.3 -0.43
C -1.09890 -5.41159 4.25170 0.1 0.2 0.1 -0.50
H -2.07252 -6.22485 1.10754 0.0 0.0 0.1 0.38
H -2.87169 -8.25393 2.31125 0.1 0.1 0.0 0.35
H -2.54791 -8.43722 4.76029 0.0 0.1 -0.1 0.35
H -1.41754 -6.61538 6.00336 0.0 0.0 -0.1 0.35
H -0.59307 -4.61053 4.77789 0.0 0.0 -0.1 0.39
F 4.17779 1.16326 2.65122 0.0 0.0 0.4 -0.10
C 5.40056 1.28302 3.19573 0.6 0.1 0.3 0.26
C 5.55273 1.11829 4.56386 -0.2 0.0 0.1 -0.54
C 6.81774 1.23648 5.13004 0.0 0.1 -0.3 -0.43
C 7.91492 1.52867 4.32340 0.0 0.0 0.0 -0.45
C 7.74983 1.69688 2.95175 -0.2 -0.1 0.3 -0.60
C 6.48688 1.56802 2.38303 -0.1 0.0 -0.1 0.19
H 4.68612 0.89942 5.17679 0.0 0.0 -0.1 0.41
H 6.94879 1.10184 6.19844 -0.1 0.0 -0.1 0.35
H 8.90103 1.62504 4.76674 -0.1 0.0 -0.1 0.36
H 8.60477 1.92838 2.32532 -0.1 0.0 0.0 0.36
H 6.34235 1.68685 1.31724 0.0 0.0 0.1 0.16

=====

94
Properties=species:S:1:pos:R:3:forces:R:3:mulliken_charge:R:1 method="wB97M-V/def2-TZVPD" lumo_ev="4.263 / 4.262" orbital_gap_ha="0.2535 / 0.2220" homo_energy_ev="-2.6 / -1.8" e_tot_ha=-3876.609045 max_force_ev_per_a=0.59 spin_multiplicity=5 total_charge=-2 s_squared=6.009
Fe -0.06591 0.59889 1.64211 0.2 -0.2 -0.1 1.07
C 1.27887 -2.54408 -4.09789 0.1 0.0 0.0 -1.97
C 0.58657 -1.78098 -2.98446 -0.2 0.1 -0.2 1.50
C -0.68596 -1.09224 -3.46614 0.0 0.0 0.2 -1.59
O 1.49935 -0.84530 -2.46186 0.1 -0.1 0.1 -0.36
C 1.16778 -0.71148 -1.07073 -0.1 0.0 0.1 -2.42
C 0.79896 -2.15002 -0.69991 0.1 0.0 0.0 0.90
O 0.26092 -2.66765 -1.93174 0.0 0.0 0.1 -0.39
C -0.21419 -2.27715 0.48511 0.0 -0.2 0.1 2.12
O -0.75478 -1.06999 0.79661 -0.2 0.1 0.2 -0.20
C -1.33545 -3.26158 0.06411 0.0 0.0 0.1 0.01
C -1.08935 -4.61215 -0.17378 0.0 0.0 0.0 -0.05
C -2.12453 -5.47218 -0.50567 0.0 0.0 0.0 -0.90
C -3.42841 -4.99497 -0.59416 0.0 0.0 0.0 -0.51
C -3.67970 -3.65177 -0.34920 0.1 0.0 0.0 -0.81
C -2.63693 -2.79004 -0.02354 0.0 0.0 0.0 -0.87
C 0.42945 -2.93249 1.74051 0.0 0.1 0.0 -0.19
C -0.28771 -2.78720 2.92945 0.1 0.0 0.0 -0.44
C 0.16621 -3.33435 4.11615 0.0 -0.1 0.0 -0.86
C 1.36782 -4.03490 4.14907 0.0 0.0 0.0 -0.69
C 2.08362 -4.20079 2.97537 0.0 0.0 0.0 -0.84
C 1.60869 -3.66917 1.77853 0.0 0.0 0.0 0.31
C 2.29887 -0.02421 -0.26149 0.0 0.3 -0.3 4.24
O 1.79441 0.49583 0.89987 -0.2 -0.2 0.4 -1.37
C 2.86048 1.17620 -1.06434 0.0 0.0 0.0 0.34
C 4.15402 1.63670 -0.82877 0.0 0.0 0.0 -0.47
C 4.63693 2.78025 -1.45252 0.0 0.0 0.0 -0.89
C 3.82884 3.49445 -2.32726 0.0 -0.1 0.0 -0.59
C 2.52728 3.06188 -2.54607 0.0 0.0 0.0 -0.83
C 2.04686 1.92287 -1.91499 0.0 0.0 0.0 -0.25
C 3.43670 -1.02284 0.00272 0.1 0.1 0.1 0.11
C 4.13260 -1.64234 -1.03685 0.0 0.0 0.0 0.19
C 5.15887 -2.53515 -0.76514 0.0 0.0 0.0 -1.01
C 5.52251 -2.80705 0.55125 0.0 0.0 0.0 -0.57
C 4.84806 -2.17526 1.58655 0.0 0.0 0.0 -0.70
C 3.80760 -1.29381 1.31180 0.0 0.0 0.0 -0.38
H 1.61574 -1.84302 -4.86433 0.0 -0.1 0.0 0.35
H 0.59072 -3.26833 -4.53543 0.0 0.0 0.0 0.36
H 2.14245 -3.07015 -3.68811 0.0 0.0 0.0 0.44
H -0.44673 -0.38493 -4.26337 0.0 0.0 0.0 0.35
H -1.15279 -0.55279 -2.63872 0.0 0.0 0.0 0.24
H -1.38925 -1.84238 -3.83231 0.0 0.0 0.0 0.43
H 0.27752 -0.08927 -0.94878 0.0 0.0 -0.1 -0.12
H 1.70930 -2.70982 -0.49843 0.0 0.0 0.0 -0.32
H -0.07521 -4.98934 -0.09546 0.0 0.0 0.0 0.36
H -1.91955 -6.52083 -0.69348 0.0 0.0 0.0 0.38
H -4.24030 -5.66643 -0.85237 0.0 0.0 0.0 0.35
H -4.69433 -3.27313 -0.40913 0.0 0.0 0.0 0.42
H -2.79647 -1.73631 0.17199 0.0 0.0 0.0 0.38
H -1.20401 -2.21209 2.90409 0.0 0.0 0.0 0.57
H -0.41077 -3.19808 5.02352 0.0 0.0 0.0 0.38
H 1.74535 -4.43775 5.08244 0.0 0.0 0.0 0.35
H 3.02894 -4.73287 2.98278 0.0 0.0 0.0 0.46
H 2.19575 -3.83579 0.88438 0.0 0.0 0.0 0.40
H 4.79233 1.09507 -0.14072 0.0 0.0 0.0 0.41
H 5.65035 3.11241 -1.25375 0.0 0.0 0.0 0.37
H 4.20778 4.37739 -2.82946 0.0 0.0 0.0 0.39
H 1.87663 3.61586 -3.21425 0.0 0.0 0.0 0.36
H 1.02391 1.61417 -2.09032 0.0 0.0 0.0 0.20
H 3.85950 -1.41837 -2.06131 0.0 0.0 0.0 0.49
H 5.68681 -3.01826 -1.58060 0.0 0.0 0.0 0.38
H 6.32661 -3.50288 0.76394 0.0 0.0 0.0 0.34
H 5.12605 -2.37242 2.61619 0.0 0.0 0.0 0.43
H 3.25643 -0.79502 2.09969 0.0 0.0 0.0 0.24
F 0.48702 1.88997 4.48264 0.0 0.1 -0.1 -0.34
C -0.17199 0.80352 3.89009 0.1 0.0 -0.6 0.02
F 0.36733 -0.29860 4.55807 0.0 0.0 0.0 -0.27
C -1.59268 0.90573 4.42968 0.0 0.0 0.0 0.68
F -1.69342 1.01196 5.77875 0.0 0.0 0.2 -0.33
F -2.22209 1.98282 3.92894 0.0 0.1 0.0 -0.26
F -2.31658 -0.17766 4.08917 0.0 0.0 0.0 -0.23
C -4.91191 7.24633 -0.70473 0.0 -0.1 0.0 -1.47
C -4.13729 5.96766 -0.49928 0.0 0.0 0.0 0.82
C -2.89044 5.78432 -1.08453 0.0 0.0 0.0 -1.16
C -2.19877 4.58208 -0.95980 0.0 0.0 0.0 0.89
C -0.84569 4.38596 -1.59497 -0.1 0.0 0.1 -1.33
C -2.77337 3.54298 -0.22695 0.1 0.1 -0.1 0.36
C -4.00601 3.71717 0.39744 -0.1 0.0 0.1 1.21
C -4.57903 2.59958 1.22871 0.0 0.0 0.0 -1.30
C -4.67549 4.92748 0.24957 0.0 0.0 0.0 -1.04
C -2.04217 2.21286 -0.14306 0.1 0.0 -0.1 0.15
O -2.22155 1.41179 -1.06247 0.1 0.0 0.0 -0.76
O -1.28257 2.10251 0.86939 0.1 -0.2 0.2 -0.81
H -4.26759 8.03629 -1.09457 0.0 0.0 0.0 0.34
H -5.35863 7.59745 0.22820 0.0 0.0 0.0 0.35
H -5.72417 7.09501 -1.42150 0.0 0.0 0.0 0.27
H -2.44369 6.59514 -1.65475 0.0 0.0 0.0 0.25
H -0.54947 5.25790 -2.18043 0.0 0.0 0.0 0.26
H -0.86090 3.50760 -2.24390 0.0 0.0 0.0 0.25
H -0.09095 4.19773 -0.82813 0.0 0.0 0.0 0.37
H -3.91289 2.37236 2.06325 0.0 0.0 0.0 0.11
H -4.66609 1.68664 0.63548 0.0 0.0 0.0 0.30
H -5.56251 2.86122 1.62238 0.0 0.0 0.0 0.36
H -5.63848 5.06362 0.73591 0.0 0.0 0.0 0.32

=====

Respective energy above the lowest of the compared OMol25 structures with the same formula, charge and spin values: 25.63, 134.69, 0.00 kcal/mol.